(1)
DFT (the ωB97M-V functional and the def2-TZVPD basis) results for C3HO3Sm as an isolated structure at a distorted geometry.

Element x y z (Å)
C1 0.19230 -0.72448 -0.29464
C2 1.38125 -0.25859 0.19762
O1 -0.02867 -1.06167 -1.58476
H1 0.76662 -0.97199 -2.12378
O2 -0.85767 -0.31981 0.39545
Sm1 -1.79575 -1.17634 2.82377
O3 0.74135 2.29296 0.15721
C3 -0.39944 2.21993 0.42914

Atomic forces in eV per Å
1.518 2.226 -0.198
-0.812 -1.637 0.333
-0.584 -0.814 -0.009
0.101 0.037 0.147
-1.266 -1.504 2.375
1.337 0.979 -2.750
-5.379 -0.059 1.183
5.085 0.772 -1.083

As for the total charge: +1. The energy is -998.095274 hartree. The energy above the lowest of the compared OMol25 structures with the same formula, charge and spin is 5.4733 eV. As for the HOMO energy (alpha / beta): -0.386 / -0.388 Eh. As for the LUMO energy (alpha / beta): -0.2443 / -0.2385 hartree. As for the expectation value of S²: 12.010. The spin multiplicity is 7. The HOMO-LUMO gap (alpha / beta) comes out at 3.84 / 4.06 eV.

=====

(2)
DFT (the ωB97M-V functional and the def2-TZVPD basis) results for C29H18AuN4S as an isolated structure at a distorted geometry.

Element x y z (Å)
Au1 0.03153 -0.84624 -1.56406
N1 -3.07646 6.98824 4.28822
C1 -2.73379 6.11523 3.63183
C2 -2.30904 5.04036 2.81290
C3 -2.37471 5.16194 1.42453
C4 -1.92754 4.13263 0.62280
C5 -1.43493 2.95256 1.18693
C6 -1.40854 2.82739 2.57842
C7 -1.82553 3.86441 3.38705
C8 -0.92645 1.87274 0.32390
C9 -1.75566 1.45326 -0.72564
C10 -3.12032 1.82448 -0.89737
C11 -3.59207 1.15112 -1.99889
C12 -2.51065 0.41408 -2.50395
N2 -1.42208 0.58481 -1.75183
C13 0.34201 1.36158 0.64033
C14 1.21416 1.80689 1.67513
C15 2.27233 0.92737 1.72192
C16 2.06836 0.00469 0.68459
N3 0.94547 0.28324 0.03987
H1 -2.77377 6.06177 0.98255
H2 -1.94283 4.24642 -0.45041
H3 -1.09213 1.89739 3.02664
H4 -1.78118 3.77054 4.46125
H5 -3.67788 2.46816 -0.24718
H6 -4.57986 1.18672 -2.41402
H7 -2.49077 -0.18583 -3.39518
H8 1.05677 2.66425 2.29972
H9 3.11733 0.94335 2.38265
H10 2.71532 -0.79794 0.38516
S1 2.58487 -4.49217 -0.65492
C17 3.54401 -3.50269 -1.72406
C18 4.84927 -3.68887 -2.15221
C19 5.39603 -2.73783 -2.99197
C20 4.65884 -1.62566 -3.40211
C21 3.35818 -1.43968 -2.98674
C22 2.79036 -2.38866 -2.13996
N4 1.52725 -2.36378 -1.61996
C23 1.27809 -3.37342 -0.81575
C24 0.02770 -3.44757 -0.10539
C25 -0.31698 -4.46586 0.78917
C26 -1.52887 -4.39894 1.44800
C27 -2.40628 -3.34909 1.23176
C28 -2.07490 -2.33217 0.34032
C29 -0.87261 -2.40493 -0.30559
H11 5.41389 -4.55260 -1.84123
H12 6.41169 -2.85095 -3.33731
H13 5.11121 -0.90300 -4.06327
H14 2.77512 -0.58579 -3.29686
H15 0.37320 -5.27959 0.96082
H16 -1.79585 -5.17446 2.14613
H17 -3.35159 -3.30150 1.74815
H18 -2.75971 -1.51640 0.16511

Atomic forces in eV per Å
-0.249 -1.344 -0.107
-0.140 0.354 0.277
-0.124 0.239 0.220
0.267 -0.645 -0.521
0.007 0.012 0.151
0.105 -0.138 0.054
-0.129 0.319 0.236
-0.160 -0.076 -0.146
-0.097 0.186 -0.034
0.914 -0.286 0.199
-0.928 0.377 0.213
0.903 -0.333 0.426
0.411 -0.391 -0.726
-1.129 0.061 -0.279
0.785 -0.915 0.595
-0.121 0.559 0.167
0.181 -0.186 0.260
0.060 0.347 0.169
-0.295 0.565 -0.029
0.380 -0.024 -0.197
0.036 0.105 -0.009
0.015 0.012 -0.077
0.081 -0.028 0.007
-0.051 -0.008 0.075
-0.065 0.152 0.081
-0.138 0.044 -0.139
0.030 -0.252 -0.026
0.067 0.100 0.105
0.107 0.074 0.148
0.114 -0.240 -0.114
-0.184 0.394 -0.192
-0.523 0.261 0.016
0.058 0.029 -0.089
-0.007 -0.090 0.072
-0.121 0.071 -0.029
-0.120 -0.078 0.082
1.100 -0.094 -0.348
-1.661 0.390 0.845
0.646 -0.395 -0.077
-0.177 0.001 0.009
0.030 0.421 -0.238
-0.078 -0.216 0.168
0.253 0.087 -0.104
-0.145 0.454 -0.182
0.071 0.229 -0.989
0.103 -0.079 0.038
0.080 -0.051 -0.016
0.051 0.061 -0.032
0.003 0.127 -0.088
0.007 -0.083 0.075
-0.036 -0.135 0.084
-0.100 -0.052 0.058
-0.086 0.107 -0.044

As for the total charge: +1. The energy is -1868.503414 hartree. The energy above the lowest of the compared OMol25 structures with the same formula, charge and spin is 0.0000 eV. As for the HOMO energy (alpha / beta): -0.397 / -0.397 Eh. As for the LUMO energy (alpha / beta): -0.2008 / -0.1957 hartree. The spin multiplicity is 1. The HOMO-LUMO gap (alpha / beta) comes out at 5.33 / 5.48 eV.

=====

> Among the records above, which one has the lowest energy above the lowest of the compared OMol25 structures with the same formula, charge and spin?

C29H18AuN4S

=====

> Look up the energy of the second one.

-1868.503414 hartree

=====

Repeat the first record exactly.
DFT (the ωB97M-V functional and the def2-TZVPD basis) results for C3HO3Sm as an isolated structure at a distorted geometry.

Element x y z (Å)
C1 0.19230 -0.72448 -0.29464
C2 1.38125 -0.25859 0.19762
O1 -0.02867 -1.06167 -1.58476
H1 0.76662 -0.97199 -2.12378
O2 -0.85767 -0.31981 0.39545
Sm1 -1.79575 -1.17634 2.82377
O3 0.74135 2.29296 0.15721
C3 -0.39944 2.21993 0.42914

Atomic forces in eV per Å
1.518 2.226 -0.198
-0.812 -1.637 0.333
-0.584 -0.814 -0.009
0.101 0.037 0.147
-1.266 -1.504 2.375
1.337 0.979 -2.750
-5.379 -0.059 1.183
5.085 0.772 -1.083

As for the total charge: +1. The energy is -998.095274 hartree. The energy above the lowest of the compared OMol25 structures with the same formula, charge and spin is 5.4733 eV. As for the HOMO energy (alpha / beta): -0.386 / -0.388 Eh. As for the LUMO energy (alpha / beta): -0.2443 / -0.2385 hartree. As for the expectation value of S²: 12.010. The spin multiplicity is 7. The HOMO-LUMO gap (alpha / beta) comes out at 3.84 / 4.06 eV.